Arrangement one

Below is C23H27N3O4 in the gas phase, with properties calculated with ωB97M-V with the def2-TZVPD basis set.

Bonds (Å) are listed after each position.
CARTESIAN COORDINATES (ANGSTROEM)
1 C -0.5594 -3.7034 0.0228  O2 1.404, H31 1.095, H32 1.089, H33 1.096
2 O 0.7402 -3.2506 0.3027  C1 1.404, C3 1.364
3 C 0.8834 -1.9950 0.8172  O2 1.364, C4 1.383, C28 1.414
4 C -0.1550 -1.1653 1.1985  C3 1.383, C5 1.389, H34 1.079
5 C 0.0976 0.1224 1.6551  C4 1.389, C6 1.381, H35 1.080
6 C 1.3920 0.5896 1.7697  C5 1.381, C7 1.505, C27 1.393
7 C 1.6701 2.0089 2.1855  C6 1.505, C8 1.538, H36 1.093, H37 1.092
8 C 2.6205 2.7142 1.2033  C7 1.538, N9 1.443, H38 1.092, H39 1.096
9 N 2.2554 2.4669 -0.1708  C8 1.443, C10 1.347, H40 1.012
10 C 3.0094 1.7198 -0.9995  N9 1.347, O11 1.218, C12 1.521
11 O 4.1197 1.3093 -0.7143  C10 1.218
12 C 2.3453 1.4309 -2.3371  C10 1.521, C13 1.542, H41 1.089, H42 1.090
13 C 1.5188 0.1322 -2.2475  C12 1.542, C14 1.536, H43 1.092, H44 1.090
14 C 0.0521 0.3072 -2.6669  C13 1.536, C15 1.506, H45 1.093, H46 1.089
15 C -0.7220 1.0915 -1.6411  C14 1.506, O16 1.213, N17 1.379
16 O -0.4298 2.2047 -1.2575  C15 1.213
17 N -1.8350 0.4541 -1.1352  C15 1.379, N18 1.361, C26 1.386
18 N -2.2231 -0.7846 -1.5449  N17 1.361, C19 1.302
19 C -3.2986 -1.1184 -0.8920  N18 1.302, C20 1.483, C21 1.437
20 C -3.9930 -2.4111 -1.1034  C19 1.483, H47 1.086, H48 1.089, H49 1.090
21 C -3.6775 -0.0733 0.0182  C19 1.437, C22 1.392, C26 1.409
22 C -4.7023 0.1003 0.9438  C21 1.392, C23 1.378, H50 1.079
23 C -4.7303 1.2789 1.6565  C22 1.378, C24 1.397, H51 1.080
24 C -3.7664 2.2705 1.4571  C23 1.397, C25 1.380, H52 1.080
25 C -2.7418 2.1196 0.5444  C24 1.380, C26 1.387, H53 1.077
26 C -2.7082 0.9313 -0.1708  N17 1.386, C21 1.409, C25 1.387
27 C 2.4446 -0.2623 1.4420  C6 1.393, C28 1.383, H54 1.076
28 C 2.2134 -1.5317 0.9441  C3 1.414, C27 1.383, O29 1.358
29 O 3.1833 -2.3885 0.5319  C28 1.358, C30 1.411
30 C 4.5095 -1.9089 0.4812  O29 1.411, H55 1.094, H56 1.095, H57 1.089
31 H -1.0780 -3.0286 -0.6667  C1 1.095
32 H -0.4360 -4.6783 -0.4465  C1 1.089
33 H -1.1537 -3.8180 0.9367  C1 1.096
34 H -1.1772 -1.5035 1.1317  C4 1.079
35 H -0.7348 0.7583 1.9200  C5 1.080
36 H 2.1204 2.0340 3.1812  C7 1.093
37 H 0.7253 2.5545 2.2301  C7 1.092
38 H 3.6438 2.3517 1.3208  C8 1.092
39 H 2.6092 3.7927 1.3958  C8 1.096
40 H 1.3010 2.6670 -0.4419  N9 1.012
41 H 1.7076 2.2696 -2.6113  C12 1.089
42 H 3.1292 1.3261 -3.0872  C12 1.090
43 H 1.5446 -0.2545 -1.2267  C13 1.092
44 H 1.9630 -0.6293 -2.8887  C13 1.090
45 H 0.0075 0.8501 -3.6142  C14 1.093
46 H -0.4176 -0.6669 -2.7943  C14 1.089
47 H -3.4955 -2.9773 -1.8853  C20 1.086
48 H -5.0285 -2.2325 -1.3897  C20 1.089
49 H -3.9937 -2.9927 -0.1821  C20 1.090
50 H -5.4463 -0.6669 1.0945  C22 1.079
51 H -5.5105 1.4459 2.3839  C23 1.080
52 H -3.8261 3.1805 2.0352  C24 1.080
53 H -2.0004 2.8849 0.3880  C25 1.077
54 H 3.4555 0.0933 1.5435  C27 1.076
55 H 4.5820 -0.9807 -0.0938  C30 1.094
56 H 4.9129 -1.7473 1.4864  C30 1.095
57 H 5.0831 -2.6916 -0.0123  C30 1.089

Properties
- charge = 0
- HOMO (Eh) = -0.2860
- SMILES = COc1ccc(CCNC(=O)CCCC(=O)n2nc(C)c3ccccc32)cc1OC
- E_LUMO (Eh) = 0.0080

***

Arrangement two

Below is a 2-piece molecular cluster, C23H27N3O4 overall, with properties calculated with ωB97M-V with the def2-TZVPD basis set.

Bonds (Å) are listed after each position.
CARTESIAN COORDINATES (ANGSTROEM)
1 N 2.3228 -2.3528 1.7619  O2 1.238, O3 1.237
2 O 2.5045 -2.1444 0.5547  N1 1.238
3 O 3.1131 -2.9904 2.4687  N1 1.237
4 C 2.6256 2.5628 7.3475  O5 1.434, H31 1.087, H32 1.101, H33 1.100
5 O 2.8121 1.1619 7.1034  C4 1.434, C6 1.355
6 C 2.3984 0.7084 5.8957  O5 1.355, C7 1.418, C30 1.410
7 C 2.6596 -0.6499 5.5826  C6 1.418, C8 1.379, H34 1.091
8 C 2.2352 -1.1556 4.3717  C7 1.379, C9 1.410, H35 1.086
9 C 1.4992 -0.3980 3.4374  C8 1.410, C10 1.470, C29 1.424
10 C 0.8706 -1.0539 2.2818  C9 1.470, C11 1.433, H36 1.123
11 C 0.3513 -0.2390 1.2231  C10 1.433, C12 1.371, H37 1.093
12 C -0.0691 -0.7793 0.0347  C11 1.371, N13 1.361, H38 1.088
13 N -0.8232 -0.1238 -0.8888  C12 1.361, C14 1.458, C26 1.472
14 C -1.3053 -0.7520 -2.1134  N13 1.458, C15 1.526, C22 1.537, H39 1.106
15 C -0.1665 -1.2829 -2.9802  C14 1.526, C16 1.518, H40 1.106, H41 1.104
16 C -0.6611 -1.8847 -4.2835  C15 1.518, C17 1.400, C21 1.399
17 C -0.2032 -1.3743 -5.5043  C16 1.400, C18 1.397, H42 1.097
18 C -0.7605 -1.8328 -6.7007  C17 1.397, C19 1.400, H43 1.089
19 C -1.7482 -2.8244 -6.6789  C18 1.400, C20 1.398, H44 1.089
20 C -2.1583 -3.3743 -5.4613  C19 1.398, C21 1.398, H45 1.087
21 C -1.6074 -2.9145 -4.2614  C16 1.399, C20 1.398, H46 1.094
22 C -2.0829 0.3983 -2.7737  C14 1.537, O23 1.231, N24 1.371
23 O -2.7173 0.3594 -3.8280  C22 1.231
24 N -1.9288 1.4974 -1.9686  C22 1.371, C25 1.443, C26 1.453
25 C -2.5179 2.7703 -2.3091  N24 1.443, H47 1.093, H48 1.099, H49 1.099
26 C -1.1604 1.3022 -0.7510  N13 1.472, N24 1.453, C27 1.537, C28 1.541
27 C -2.0553 1.5481 0.4745  C26 1.537, H50 1.100, H51 1.091, H52 1.096
28 C 0.1005 2.1876 -0.7890  C26 1.541, H53 1.102, H54 1.098, H55 1.093
29 C 1.4125 1.0000 3.6925  C9 1.424, C30 1.393, H56 1.096
30 C 1.7300 1.5118 4.9487  C6 1.410, C29 1.393, H57 1.089
31 H 3.0884 2.7097 8.3205  C4 1.087
32 H 3.1244 3.1738 6.5789  C4 1.101
33 H 1.5559 2.8189 7.3802  C4 1.100
34 H 3.1985 -1.2780 6.2943  C7 1.091
35 H 2.5235 -2.1850 4.1817  C8 1.086
36 H 0.4429 -2.0842 2.4103  C10 1.123
37 H 0.3014 0.8465 1.3444  C11 1.093
38 H 0.2202 -1.7910 -0.2432  C12 1.088
39 H -2.0183 -1.5692 -1.8949  C14 1.106
40 H 0.5252 -0.4498 -3.2058  C15 1.106
41 H 0.3954 -2.0405 -2.4057  C15 1.104
42 H 0.5610 -0.5879 -5.4861  C17 1.097
43 H -0.4166 -1.4024 -7.6404  C18 1.089
44 H -2.1950 -3.1625 -7.6121  C19 1.089
45 H -2.9133 -4.1559 -5.4303  C20 1.087
46 H -1.9229 -3.3161 -3.2941  C21 1.094
47 H -3.0020 2.6687 -3.2837  C25 1.093
48 H -3.2557 3.0665 -1.5497  C25 1.099
49 H -1.7456 3.5504 -2.3554  C25 1.099
50 H -3.0351 1.0814 0.2947  C27 1.100
51 H -1.6476 1.1150 1.3891  C27 1.091
52 H -2.1715 2.6296 0.6123  C27 1.096
53 H 0.5873 2.0866 -1.7725  C28 1.102
54 H -0.2074 3.2294 -0.6321  C28 1.098
55 H 0.8354 1.9172 -0.0266  C28 1.093
56 H 1.0235 1.7041 2.9480  C29 1.096
57 H 1.4776 2.5435 5.1910  C30 1.089

Properties
- charge = 0
- HOMO (Eh) = -0.2905
- E_LUMO (Eh) = -0.0118

***

Result of the stability comparison: arrangement one is the most stable of them.